Record 1
Density functional theory data (ωB97M-V with the def2-TZVPD basis set) for a structure of composition C27H49Br22FO6S2 in a non-equilibrium geometry.

Computed properties:
**HOMO energy**: -9.85 eV
**LUMO**: 0.0070 hartree
**Gap between HOMO and LUMO**: 0.369 hartree

XYZ file:
```
107
Properties=species:S:1:pos:R:3:forces:R:3
O 3.812 0.634 3.747 -0.691 -0.651 0.528
C 2.956 0.413 2.934 -0.455 -0.077 0.429
C 2.121 1.552 2.373 -0.215 -0.307 0.190
C 0.679 1.179 1.979 0.989 0.011 0.007
S -0.035 2.738 1.386 -1.793 0.670 0.931
O -1.345 2.559 0.867 0.288 -0.327 -0.760
O 0.111 3.688 2.431 0.595 -0.175 0.096
F 0.909 3.174 0.240 0.187 -0.453 -0.203
O 0.715 0.162 1.013 0.004 0.265 -0.788
C 0.456 -1.031 1.590 -0.129 0.565 0.930
O 0.324 -2.029 0.996 0.483 0.084 -0.735
O 0.345 -0.847 3.012 0.578 1.218 -2.033
C -0.165 0.488 3.044 -1.484 0.027 0.852
S -1.967 0.285 2.627 -0.319 0.581 -0.291
H 2.750 -0.616 2.613 0.143 0.001 -0.272
H 2.128 2.366 3.096 0.050 0.031 -0.017
H 2.623 1.887 1.460 0.059 0.003 0.029
H -0.164 0.979 4.011 0.726 -0.421 0.153
H -2.055 -1.016 2.947 0.325 0.031 0.195
Br 5.501 1.900 2.464 1.158 0.979 -0.465
C 6.880 3.089 1.759 -0.198 -0.363 -0.209
C 8.195 2.890 2.465 0.092 0.223 0.080
Br 8.189 3.701 4.234 -0.007 -0.074 0.005
H 6.503 4.102 1.851 0.057 0.024 0.032
H 6.978 2.834 0.705 0.070 0.032 0.003
H 8.999 3.385 1.927 -0.022 0.003 -0.032
H 8.443 1.842 2.602 -0.047 -0.019 -0.018
Br -1.087 5.609 -2.297 -0.039 0.047 0.067
C -2.527 4.857 -1.226 0.213 -0.172 -0.158
C -3.852 4.929 -1.932 -0.163 0.079 0.176
Br -4.582 6.732 -1.885 -0.011 0.042 -0.091
H -2.526 5.390 -0.280 -0.045 0.013 0.010
H -2.243 3.821 -1.056 -0.071 -0.003 0.016
H -4.589 4.311 -1.423 0.040 -0.019 0.020
H -3.794 4.637 -2.975 0.059 0.013 -0.008
Br -0.333 -3.377 3.104 -0.543 -1.871 1.254
C -0.565 -5.215 3.714 0.060 0.258 0.008
C -0.973 -6.112 2.577 -0.159 -0.141 0.156
Br -2.848 -5.872 2.114 0.139 0.182 -0.019
H -1.287 -5.202 4.524 -0.034 -0.082 -0.024
H 0.406 -5.514 4.104 0.005 -0.031 -0.038
H -0.882 -7.159 2.856 0.009 0.004 0.025
H -0.402 -5.931 1.673 0.014 0.008 0.000
Br 3.238 -0.796 -0.936 0.068 0.090 0.027
C 1.598 -0.663 -1.975 0.041 -0.210 0.091
C 1.884 -0.514 -3.443 -0.068 0.149 -0.107
Br 2.474 1.286 -3.884 0.045 0.061 0.040
H 1.033 0.168 -1.567 -0.003 0.018 -0.029
H 1.063 -1.591 -1.782 0.000 -0.004 -0.016
H 0.977 -0.668 -4.023 -0.019 -0.022 0.032
H 2.655 -1.190 -3.795 0.003 -0.015 0.019
Br 3.291 -3.924 -4.697 -0.056 0.042 0.004
C 2.775 -3.610 -6.548 0.114 -0.174 0.098
C 3.754 -2.715 -7.259 -0.050 0.232 -0.176
Br 3.536 -0.853 -6.743 -0.017 -0.091 0.117
H 1.770 -3.202 -6.529 0.009 0.041 -0.029
H 2.759 -4.595 -7.010 0.018 0.014 -0.033
H 3.575 -2.736 -8.332 -0.020 -0.046 0.002
H 4.788 -2.976 -7.061 -0.012 -0.049 0.034
Br 0.486 1.038 6.592 0.021 0.063 0.146
C -1.040 0.312 7.561 0.054 -0.166 -0.176
C -2.319 0.431 6.771 -0.161 0.146 0.173
Br -3.017 2.244 6.766 0.105 -0.019 -0.140
H -1.078 0.832 8.513 -0.056 0.051 -0.022
H -0.799 -0.735 7.729 -0.004 -0.004 -0.020
H -3.099 -0.176 7.226 0.053 -0.052 0.021
H -2.200 0.142 5.730 0.038 -0.046 0.006
Br -5.836 3.333 3.429 -0.008 0.054 0.015
C -4.610 4.593 2.595 -0.086 -0.183 -0.050
C -3.264 4.588 3.266 0.098 0.191 0.086
Br -3.295 5.534 4.963 -0.031 -0.015 0.012
H -5.091 5.566 2.622 0.051 0.013 0.015
H -4.517 4.261 1.563 0.050 0.000 -0.013
H -2.533 5.117 2.660 0.014 0.001 -0.053
H -2.901 3.586 3.475 -0.033 -0.060 -0.014
Br 4.758 1.490 -9.809 -0.009 -0.043 0.024
C 5.546 2.255 -8.206 -0.096 0.090 -0.181
C 7.039 2.069 -8.175 0.067 -0.109 0.207
Br 7.531 0.243 -7.715 0.014 0.007 -0.071
H 5.046 1.794 -7.359 0.054 -0.033 0.021
H 5.297 3.313 -8.241 0.045 0.012 0.011
H 7.482 2.689 -7.399 -0.038 0.021 0.006
H 7.508 2.289 -9.128 -0.042 0.015 -0.025
Br -5.049 9.807 1.868 -0.049 0.012 -0.008
C -5.655 10.070 0.038 0.116 -0.192 0.132
C -4.723 10.963 -0.734 -0.121 0.187 -0.114
Br -4.946 12.833 -0.246 0.057 -0.025 0.030
H -6.666 10.460 0.096 0.015 0.061 -0.036
H -5.676 9.075 -0.400 0.018 -0.004 -0.034
H -4.947 10.916 -1.797 -0.019 -0.043 0.005
H -3.678 10.718 -0.572 -0.009 -0.049 0.028
Br -0.790 -9.336 0.650 0.190 0.022 -0.123
C -1.353 -8.877 -1.157 0.008 -0.154 0.112
C -0.373 -7.967 -1.848 -0.083 0.191 -0.064
Br -0.506 -6.132 -1.216 0.049 -0.021 0.017
H -2.347 -8.443 -1.072 0.022 0.060 -0.003
H -1.413 -9.828 -1.683 0.027 0.021 -0.044
H -0.593 -7.916 -2.912 -0.028 -0.051 0.002
H 0.658 -8.274 -1.704 -0.010 -0.048 0.020
Br -4.217 -8.926 1.676 -0.367 -0.060 -0.093
C -5.192 -10.394 0.852 0.242 0.012 0.273
C -4.829 -10.549 -0.600 -0.229 -0.048 -0.139
Br -5.658 -9.180 -1.707 0.107 0.039 0.007
H -6.248 -10.199 1.010 -0.025 -0.023 -0.094
H -4.904 -11.285 1.406 -0.006 -0.035 -0.050
H -5.200 -11.494 -0.988 -0.002 -0.011 0.028
H -3.760 -10.482 -0.769 0.021 -0.021 0.069
```
Positions in Å, forces in eV/Å.


Record 2
Density functional theory data (ωB97M-V with the def2-TZVPD basis set) for a structure of composition C27H49Cl3GeN6OOsP2S in a non-equilibrium geometry.

Computed properties:
**ΔE to the lowest compared entry with this formula, charge and spin**: 210.58 kJ/mol
**HOMO energy (alpha / beta)**: -16.57 / -16.65 eV
**Net charge**: +3
**LUMO (alpha / beta)**: -0.3313 / -0.4363 hartree
**Multiplicity**: 6
**Gap between HOMO and LUMO (alpha / beta)**: 0.278 / 0.176 hartree

XYZ file:
```
91
Properties=species:S:1:pos:R:3:forces:R:3
Os 1.531 -1.532 -0.930 0.266 0.171 -0.465
C 3.579 -1.162 2.204 -0.332 -0.018 -0.218
P 3.253 -0.515 0.526 1.218 0.034 0.159
C 3.324 1.292 0.772 -0.158 -0.260 -0.185
C 4.830 -0.902 -0.340 -0.075 0.142 0.118
C 4.767 -0.448 -1.791 -0.220 -0.068 0.050
P 3.302 -1.155 -2.673 0.808 -0.249 0.180
C 3.897 -2.788 -3.243 -0.206 0.073 0.169
C 3.317 -0.139 -4.193 -0.456 -0.045 0.172
H 4.410 -0.618 2.657 -0.026 0.075 -0.111
H 3.846 -2.216 2.151 -0.092 -0.021 -0.006
H 2.695 -1.047 2.831 -0.007 -0.044 0.059
H 4.297 1.567 1.177 0.026 0.001 -0.014
H 2.553 1.582 1.482 -0.019 0.073 0.053
H 3.155 1.811 -0.169 0.019 0.116 -0.043
H 4.996 -1.982 -0.276 -0.037 0.055 0.067
H 5.651 -0.410 0.189 0.000 -0.086 -0.033
H 5.671 -0.746 -2.330 -0.124 0.074 -0.028
H 4.694 0.643 -1.845 0.022 -0.036 -0.080
H 4.787 -2.659 -3.862 -0.017 0.086 0.041
H 3.129 -3.292 -3.828 -0.015 0.016 0.027
H 4.147 -3.418 -2.390 0.009 -0.031 0.015
H 4.359 0.006 -4.485 -0.015 -0.096 0.065
H 2.867 0.836 -4.016 0.030 0.058 0.011
H 2.787 -0.618 -5.015 0.026 -0.020 0.021
C -3.801 2.181 4.682 0.066 -0.015 0.015
C -3.180 0.796 4.670 0.091 -0.061 0.108
C -1.741 0.768 5.189 -0.226 0.002 -0.180
C -0.770 1.559 4.317 0.050 0.374 0.833
N -0.624 0.922 3.019 -0.062 -0.333 -0.737
C -0.191 1.492 1.913 0.058 0.625 1.138
S -0.230 0.554 0.450 -0.179 -0.056 -0.100
N 0.254 2.740 1.889 -0.151 -0.407 0.475
C 0.497 3.524 0.696 -0.397 0.499 -0.598
C -0.705 4.413 0.335 0.369 0.056 0.062
C -0.819 5.683 1.178 -0.283 0.003 -0.223
C -1.211 5.475 2.633 0.068 0.141 -0.111
H -4.855 2.127 4.430 -0.110 0.069 -0.048
H -3.321 2.851 3.972 0.002 0.141 -0.134
H -3.715 2.630 5.668 -0.044 0.070 0.112
H -3.212 0.378 3.660 -0.100 -0.090 -0.059
H -3.784 0.141 5.300 0.067 -0.098 -0.050
H -1.397 -0.266 5.269 0.088 0.013 0.079
H -1.720 1.199 6.190 0.121 -0.028 0.002
H 0.207 1.613 4.810 -0.033 0.036 -0.154
H -1.150 2.579 4.202 0.052 -0.007 -0.123
H -0.973 -0.042 2.947 0.240 0.253 0.052
H 0.147 3.297 2.730 -0.026 -0.237 0.110
H 0.693 2.836 -0.130 0.220 -0.078 -0.041
H 1.377 4.147 0.870 0.061 -0.173 -0.104
H -1.620 3.819 0.414 -0.059 -0.023 -0.040
H -0.594 4.706 -0.710 0.012 -0.049 -0.036
H -1.584 6.303 0.703 0.103 0.016 0.035
H 0.114 6.248 1.125 0.008 0.031 -0.083
H -2.021 4.754 2.726 -0.141 -0.095 0.068
H -1.555 6.419 3.048 0.000 -0.030 0.164
H -0.365 5.159 3.245 0.093 -0.056 0.183
C -3.075 -0.938 -0.712 -0.015 0.709 -0.088
N -3.148 -2.388 -0.481 -0.072 -0.038 0.385
C -4.173 -2.998 -1.346 -0.742 -0.393 -0.545
C -1.793 -3.027 -0.541 1.084 -0.384 -0.066
C -1.116 -3.092 -1.891 -0.278 -0.214 -0.145
C -1.613 -3.999 -2.830 -0.123 0.113 0.209
C -1.141 -4.055 -4.128 -0.021 -0.060 -0.100
C -0.126 -3.200 -4.507 0.051 0.264 0.044
C 0.438 -2.364 -3.557 -0.086 -0.382 -0.526
C 0.033 -2.344 -2.216 0.472 0.618 0.211
H -4.071 -0.502 -0.713 -0.066 -0.115 -0.003
H -2.607 -0.748 -1.675 -0.047 -0.160 0.003
H -2.488 -0.472 0.074 -0.097 -0.172 0.028
H -3.438 -2.521 0.497 0.025 -0.005 -0.150
H -3.936 -2.797 -2.388 0.069 0.029 0.050
H -5.149 -2.566 -1.127 0.131 0.095 0.113
H -4.240 -4.073 -1.187 0.178 0.038 0.112
H -1.898 -4.039 -0.140 -0.102 0.117 0.123
H -1.167 -2.443 0.134 -0.333 -0.203 -0.029
H -2.382 -4.695 -2.535 -0.203 -0.044 0.018
H -1.580 -4.735 -4.842 -0.001 -0.141 -0.006
H 0.247 -3.188 -5.519 -0.014 -0.033 -0.174
H 1.228 -1.711 -3.904 -0.019 -0.061 0.050
Cl 1.132 -2.969 0.798 0.139 -0.669 0.095
Ge 0.021 -3.554 3.210 0.043 -0.104 0.502
Cl -1.146 -5.263 2.650 -0.033 -0.106 -0.173
Cl -1.614 -2.004 2.643 -0.362 0.069 -0.079
O 0.736 0.541 -2.128 -1.520 0.593 -1.252
N -0.391 0.460 -2.664 1.429 0.225 0.328
C -0.810 0.549 -3.875 0.054 0.015 0.356
C 0.012 0.819 -5.004 0.218 -0.065 0.494
N 0.729 1.011 -5.873 0.355 0.116 -0.530
C -2.186 0.264 -4.083 -0.188 -0.029 0.169
N -3.280 -0.054 -4.178 -0.510 -0.115 -0.063
```
Positions in Å, forces in eV/Å.